The following is a DFT calculation (ωB97M-V/def2-TZVPD) of a structure of composition C5H6O2 in a non-equilibrium geometry.

Last column: Löwdin charge in e.
Positions of all 13 atoms, in Å:
C  0.346  0.092  1.920  -0.045
C  0.076  0.030  0.465  -0.316
O  0.188  1.321  -0.159  0.078
C  -0.440  1.521  -1.261  -0.241
O  -1.147  0.652  -1.822  0.083
C  0.049  -1.044  -0.340  -0.220
C  -0.151  -2.086  -1.053  0.070
H  0.171  -0.903  2.336  0.089
H  -0.304  0.804  2.440  0.080
H  1.389  0.372  2.105  0.080
H  -0.825  -0.436  -1.316  0.144
H  -0.251  2.518  -1.672  0.166
H  0.607  -2.686  -1.567  0.032

Output
- ΔE to the lowest compared entry with this formula, charge and spin (kJ/mol) = 483.3
- gap between HOMO and LUMO (eV) = 7.87
- LUMO level (eV) = 0.626
- 2S+1 = 1
- electronic energy (a.u.) = -344.41782